(1)
Molecular formula: CH2O2S
Method: DFT, ωB97M-V/def2-TZVPD

Summary:
* SMILES: O=CSO
* F_max: 0.0760 Eh/bohr
* ΔE to the lowest compared entry with this formula, charge and spin: 248.97 kJ/mol
* calculated total energy: -15997.3549 eV
* molecular weight: 78.09 g/mol
* lowest unoccupied orbital energy: 0.2 eV

```
6
Properties=species:S:1:pos:R:3:nbo_charge:R:1
C 0.291 -0.612 0.974 0.4004
O 0.260 -0.523 2.139 -0.4609
O -0.541 0.546 -1.578 -0.8698
S -1.267 0.555 -0.155 0.2888
H 0.965 -1.060 0.233 0.1566
H 0.292 1.093 -1.614 0.4850
```

(2)
Molecular formula: CH2O2S
Method: DFT, ωB97M-V/def2-TZVPD

Summary:
* SMILES: OC(O)=S
* F_max: 0.0952 Eh/bohr
* ΔE to the lowest compared entry with this formula, charge and spin: 91.91 kJ/mol
* calculated total energy: -15998.9828 eV
* molecular weight: 78.09 g/mol
* lowest unoccupied orbital energy: 0.4 eV

```
6
Properties=species:S:1:pos:R:3:nbo_charge:R:1
C 0.022 -0.006 -0.156 0.5049
H -0.737 -1.779 0.020 0.5184
H 0.427 1.636 0.203 0.5139
O -0.948 -0.833 0.001 -0.6364
O -0.380 1.174 -0.039 -0.6319
S 1.616 -0.192 -0.028 -0.2688
```

(3)
Molecular formula: CH2O2S2
Method: DFT, ωB97M-V/def2-TZVPD

Summary:
* SMILES: O=S1#S(=O)C1
* F_max: 0.0661 Eh/bohr
* ΔE to the lowest compared entry with this formula, charge and spin: 190.49 kJ/mol
* calculated total energy: -26832.0791 eV
* molecular weight: 110.16 g/mol
* lowest unoccupied orbital energy: -0.6 eV

```
7
Properties=species:S:1:pos:R:3:nbo_charge:R:1
C -0.344 0.679 0.083 -0.8444
O 0.566 -1.239 1.947 -0.8958
O -0.034 -0.654 -2.246 -0.9042
S 0.940 -0.512 0.677 0.9879
S -0.620 -0.797 -0.960 1.1368
H -0.925 1.181 0.807 0.2657
H 0.417 1.342 -0.307 0.2539
```

(4)
Molecular formula: CH2O2S2
Method: DFT, ωB97M-V/def2-TZVPD

Summary:
* F_max: 0.0554 Eh/bohr
* ΔE to the lowest compared entry with this formula, charge and spin: 30.42 kJ/mol
* calculated total energy: -26833.7382 eV
* molecular weight: 110.16 g/mol
* lowest unoccupied orbital energy: 0.5 eV

```
7
Properties=species:S:1:pos:R:3:nbo_charge:R:1
C -2.254 0.327 0.286 0.4928
O 1.015 -1.534 -0.359 -0.8518
O -3.175 0.978 0.298 -0.4968
S 1.132 1.389 0.254 -0.1373
S 1.283 -0.116 -1.162 0.3895
H 1.907 0.740 1.002 0.1153
H 0.091 -1.784 -0.319 0.4884
```

(5)
Molecular formula: CH2O2S3
Method: DFT, ωB97M-V/def2-TZVPD

Summary:
* SMILES: O=S(=O)=C=S.S
* F_max: 0.0369 Eh/bohr
* ΔE to the lowest compared entry with this formula, charge and spin: 231.32 kJ/mol
* calculated total energy: -37666.8095 eV
* molecular weight: 142.23 g/mol
* lowest unoccupied orbital energy: -1.5 eV

```
8
Properties=species:S:1:pos:R:3:nbo_charge:R:1
C -3.138 -2.744 1.216 -0.2744
O -2.005 -0.443 1.534 -0.9007
O -4.209 -0.497 2.482 -0.8742
S -3.184 -2.920 -0.290 0.3554
S 0.012 0.597 -0.596 -0.2935
S -2.874 -0.990 2.572 1.6918
H -0.769 0.652 -1.731 0.1399
H -0.943 1.116 0.142 0.1557
```

(6)
Molecular formula: CH2O2S3
Method: DFT, ωB97M-V/def2-TZVPD

Summary:
* F_max: 0.0971 Eh/bohr
* ΔE to the lowest compared entry with this formula, charge and spin: 369.99 kJ/mol
* calculated total energy: -37662.6510 eV
* molecular weight: 142.23 g/mol
* lowest unoccupied orbital energy (spin up / spin down): 0.0 / -3.7 eV
* 2S+1: 3

```
8
Properties=species:S:1:pos:R:3:mulliken_spin:R:1
C -0.689 -0.106 0.159 0.1576
O 1.954 0.763 -0.409 0.1074
O 1.095 -1.106 -1.677 0.0429
S 0.449 -1.152 1.275 1.3156
S -1.576 1.310 0.530 0.0901
S 0.945 -0.236 -0.584 0.1740
H -1.286 -1.046 -0.855 0.1076
H -0.891 1.573 1.562 0.0047
```

> The lowest ΔE to the lowest compared entry with this formula, charge and spin belongs to which entry?

number 4

> F_max of number 3 (CH2O2S2)?

0.0661 Eh/bohr

> Which value of molecular weight does entry 2 give?

78.09 g/mol